14
Properties=species:S:1:pos:R:3:forces:R:3:lowdin_charge:R:1 method="wB97M-V/def2-TZVPD" multiplicity=1 gap_ev=7.76 homo_ev=-7.9 de_lowest_kcal_mol=128.2 charge=0
O -2.265 -0.738 -1.706 0.0 -0.2 0.2 -0.094
C -0.909 -0.696 -2.155 0.3 0.1 -0.2 -0.336
C 0.169 -0.165 -1.281 -0.4 0.0 0.3 0.019
C -0.166 -0.150 0.094 0.1 0.0 -0.1 -0.139
C 0.629 0.517 0.971 0.1 0.1 0.1 -0.258
C 1.063 0.802 2.340 0.0 0.0 0.3 -0.052
N 1.627 1.394 1.114 0.0 -0.2 -0.2 0.116
H -2.327 -1.356 -0.969 0.0 0.1 -0.1 0.067
H -0.559 -1.699 -2.474 0.0 0.2 0.0 0.120
H -0.931 -0.098 -3.074 0.0 -0.1 0.1 0.109
H -1.048 -0.610 0.552 0.1 0.0 -0.1 0.097
H 1.620 0.008 2.845 -0.2 0.2 -0.1 0.110
H 0.531 1.495 2.989 0.1 -0.1 -0.1 0.103
H 2.567 1.295 0.754 0.0 -0.1 0.0 0.138

17
Properties=species:S:1:pos:R:3:forces:R:3:lowdin_charge:R:1 method="wB97M-V/def2-TZVPD" multiplicity=1 gap_ev=10.32 homo_ev=-14.5 smiles="C[N+]1=C(CCO)C1" de_lowest_kcal_mol=121.7 charge=+1
C -1.077 -2.103 0.324 -1.0 -3.7 -2.2 0.043
N -0.128 -1.345 -0.446 -3.5 -2.5 0.7 0.073
C 0.609 -0.391 -0.505 5.4 5.4 1.9 -0.135
C 1.398 0.801 0.038 -0.5 -2.5 3.1 -0.034
C 0.301 1.686 0.658 0.9 6.2 -1.1 -0.298
O -0.740 1.402 1.470 -0.9 -6.0 -2.9 0.014
C -0.016 -0.651 -1.706 -3.9 3.1 -1.8 0.043
H -1.159 -1.712 1.279 -0.3 0.8 1.8 0.072
H -0.672 -3.152 0.341 -0.2 0.9 0.4 0.124
H -2.111 -2.327 -0.194 2.1 1.4 0.7 0.163
H 1.762 1.474 -0.723 0.4 -0.6 -0.5 0.127
H 2.213 0.509 0.803 -1.3 0.3 -1.3 0.163
H 0.872 2.551 1.264 -0.6 -1.6 -2.0 0.181
H -0.197 2.180 -0.287 1.1 -0.5 1.4 0.152
H -0.799 1.969 2.144 -0.2 3.3 4.1 0.038
H -0.782 0.168 -2.019 0.9 -1.8 0.6 0.184
H 0.526 -1.058 -2.440 1.6 -1.9 -2.8 0.089

16
Properties=species:S:1:pos:R:3:forces:R:3:lowdin_charge:R:1 method="wB97M-V/def2-TZVPD" multiplicity=1 gap_ev=11.29 homo_ev=-10.1 smiles=OCCC1CC1 de_lowest_kcal_mol=30.0 charge=0
O -0.735 -1.777 1.354 -0.1 -0.4 -0.5 -0.069
C -1.038 -1.718 -0.041 -0.3 -0.4 0.1 -0.271
C -0.148 -0.741 -0.787 0.3 0.6 0.0 -0.151
C -0.072 0.578 0.006 0.4 -0.1 -0.6 -0.310
C 0.585 1.845 -0.492 -0.1 -0.1 0.0 -0.123
C 1.187 1.100 0.668 -0.1 0.1 0.1 -0.125
H -0.486 -0.890 1.605 0.1 0.3 0.3 0.049
H -2.096 -1.439 -0.194 0.2 0.0 0.1 0.116
H -0.921 -2.737 -0.427 0.0 0.2 0.0 0.116
H -0.579 -0.578 -1.787 0.1 0.1 0.2 0.117
H 0.854 -1.166 -0.939 -0.2 0.2 0.1 0.120
H -0.963 0.768 0.581 -0.3 0.1 0.1 0.128
H 1.124 1.825 -1.438 -0.2 -0.1 0.2 0.103
H 0.076 2.780 -0.265 0.1 -0.2 -0.2 0.098
H 2.136 0.595 0.505 -0.3 -0.1 0.0 0.104
H 1.075 1.555 1.652 0.1 -0.2 -0.2 0.099